Here is C5H11N5O in the gas phase from OMol25. Energies are from the ωB97M-V functional and the def2-TZVPD basis.

XYZ file:
```
22
Properties=species:S:1:pos:R:3:nbo_charge:R:1
C 0.68 -0.67 1.61 -0.677
C 0.49 -0.98 0.04 0.298
C 1.34 -2.13 -0.45 -0.635
N -0.91 -1.26 -0.23 -0.597
C -1.68 -0.28 -0.08 0.574
N -3.06 -0.24 -0.03 -0.813
N -1.27 0.98 -0.08 -0.645
C 0.00 1.25 -0.25 0.646
N 0.50 2.56 0.07 -0.830
N 0.90 0.27 -0.70 -0.186
O 2.27 0.53 -0.24 -0.618
H 0.16 0.28 1.97 0.233
H 1.72 -0.85 1.87 0.221
H 0.13 -1.60 2.06 0.226
H 0.72 -2.95 0.00 0.238
H 2.26 -2.00 -0.11 0.204
H 1.14 -2.28 -1.52 0.229
H -3.40 -1.09 -0.56 0.391
H -3.52 0.73 -0.20 0.417
H -0.09 3.18 0.67 0.413
H 1.53 2.76 0.17 0.419
H 2.99 0.28 -0.89 0.491
```

Results
Electronic energy in eV: -14858.7958
ΔE to the lowest compared entry with this formula, charge and spin in kJ/mol: 164.8
SMILES string: CC1(C)N=C(N)N=C(N)N1O
E_LUMO in eV: 0.56



Here is C24H30CoN9OP as an isolated structure from OMol25. Energies are from the ωB97M-V functional and the def2-TZVPD basis.

XYZ file:
```
66
Properties=species:S:1:pos:R:3:mulliken_spin:R:1
Co 0.12 -0.09 -0.08 2.740
C -4.16 -0.38 0.86 0.001
C -2.97 -0.33 0.14 0.003
N -1.80 -0.43 0.76 0.054
C -1.79 -0.58 2.09 0.036
C -2.99 -0.60 2.79 -0.002
N -4.16 -0.50 2.18 0.001
C -0.45 -0.75 2.70 -0.006
C -0.19 -1.07 4.02 -0.006
C 1.14 -1.31 4.41 0.004
C 2.14 -1.25 3.44 -0.004
C 1.81 -0.92 2.15 -0.012
N 0.55 -0.63 1.81 0.011
C 2.73 -0.91 0.98 0.026
C 4.10 -1.11 1.05 -0.001
N 4.86 -1.15 -0.04 0.001
C 4.27 -0.98 -1.21 0.001
C 2.90 -0.76 -1.31 0.002
N 2.14 -0.72 -0.22 0.042
C 1.45 -1.66 5.81 0.000
C 2.37 -2.65 6.11 0.001
C 2.62 -2.94 7.44 0.000
N 2.04 -2.30 8.45 0.001
C 1.17 -1.34 8.16 0.000
C 0.83 -0.99 6.86 0.001
H -5.12 -0.31 0.36 0.000
H -2.96 -0.20 -0.94 -0.001
H -3.01 -0.70 3.87 0.000
H -0.99 -1.19 4.74 -0.001
H 3.17 -1.47 3.72 -0.001
H 4.60 -1.25 2.00 0.000
H 4.89 -1.02 -2.09 0.000
H 2.41 -0.61 -2.26 -0.001
H 2.86 -3.23 5.33 0.000
H 3.32 -3.72 7.71 0.000
H 0.72 -0.83 9.00 0.000
H 0.13 -0.19 6.68 0.000
C -3.07 3.35 -2.43 0.000
N -1.99 2.76 -1.64 0.003
C -2.07 3.04 -0.21 -0.003
P -0.59 2.22 -2.29 -0.001
O -0.20 0.87 -1.67 0.099
N -0.75 1.98 -3.89 0.002
C -1.44 0.81 -4.43 0.001
C -0.49 3.04 -4.87 0.000
N 0.58 3.31 -1.97 -0.001
C 1.98 2.98 -2.24 0.002
C 0.32 4.74 -1.80 0.000
H -3.07 4.44 -2.34 0.000
H -4.03 2.97 -2.08 0.000
H -2.96 3.08 -3.48 0.000
H -2.10 4.12 -0.02 0.000
H -1.21 2.63 0.31 0.008
H -2.98 2.60 0.21 0.000
H -1.60 0.08 -3.65 -0.001
H -0.83 0.36 -5.21 0.000
H -2.40 1.10 -4.86 0.000
H 0.03 3.88 -4.41 0.000
H -1.43 3.41 -5.30 0.000
H 0.13 2.65 -5.67 0.000
H 2.08 1.92 -2.48 -0.001
H 2.59 3.21 -1.37 0.000
H 2.36 3.56 -3.09 0.000
H -0.74 4.94 -1.72 0.000
H 0.71 5.31 -2.65 0.000
H 0.81 5.10 -0.89 0.000
```

Results
Spin multiplicity: 4
Electronic energy in eV: -87738.6065
Charge: +2
ΔE to the lowest compared entry with this formula, charge and spin in kJ/mol: 0.0
<S²>: 3.757
E_LUMO (alpha / beta) in eV: -6.88 / -7.12



Here is C17H35N5O3 as an isolated structure from OMol25. Energies are from the ωB97M-V functional and the def2-TZVPD basis.

XYZ file:
```
60
Properties=species:S:1:pos:R:3:nbo_charge:R:1
C 1.68 -1.81 -1.95 0.496
O 1.59 -2.13 -3.15 -0.672
N 2.37 -2.48 -1.02 -0.411
C 2.22 -2.00 0.34 -0.411
C 3.13 -3.72 -1.28 -0.419
H 1.21 -0.92 -1.50 0.170
H 3.25 -1.75 0.61 0.190
H 1.96 -2.76 1.08 0.192
H 1.63 -1.12 0.57 0.261
H 4.20 -3.57 -1.13 0.203
H 2.82 -4.55 -0.66 0.203
H 2.98 -3.97 -2.33 0.242
C 0.30 2.51 0.35 0.559
O 0.28 3.26 1.36 -0.671
N 0.55 2.87 -0.91 -0.395
C 0.81 1.81 -1.87 -0.388
C 0.70 4.23 -1.32 -0.413
H 0.26 1.41 0.36 0.165
H 1.86 1.53 -1.81 0.278
H 0.69 2.19 -2.89 0.178
H 0.21 0.90 -1.83 0.177
H 0.63 4.82 -0.40 0.230
H 1.62 4.50 -1.82 0.206
H -0.19 4.45 -1.91 0.202
C -1.07 0.04 -1.52 0.551
O -1.55 0.83 -0.73 -0.666
N -1.52 -1.21 -1.68 -0.409
C -0.89 -2.06 -2.65 -0.494
C -2.68 -1.81 -0.91 -0.437
H -0.17 0.22 -2.11 0.134
H -1.33 -2.00 -3.65 0.203
H -0.80 -3.08 -2.27 0.197
H 0.17 -1.87 -2.81 0.279
H -2.32 -2.64 -0.31 0.219
H -3.13 -1.11 -0.21 0.230
H -3.41 -2.27 -1.58 0.213
C -1.94 2.24 1.61 -0.601
C -1.13 3.07 2.65 -0.475
C -1.04 2.28 4.02 -0.513
C -0.66 0.83 3.86 0.347
N -0.36 -0.28 3.73 -0.437
H -2.86 1.93 2.10 0.207
H -1.41 1.33 1.33 0.174
H -2.16 2.67 0.63 0.231
H -1.59 4.03 2.87 0.193
H -0.14 3.35 2.29 0.351
H -2.02 2.26 4.48 0.231
H -0.32 2.66 4.74 0.243
C -0.38 -2.49 0.45 -0.635
C -0.91 -1.18 1.09 -0.432
C 0.08 0.02 1.34 -0.541
C 0.95 0.31 0.19 0.242
N 1.56 0.54 -0.78 -0.463
H -0.15 -2.52 -0.61 0.214
H -1.07 -3.33 0.53 0.206
H 0.46 -2.91 1.00 0.210
H -1.54 -1.49 1.93 0.247
H -1.63 -0.77 0.38 0.244
H 0.69 -0.18 2.22 0.296
H -0.54 0.90 1.54 0.272
```

Results
Electronic energy in eV: -31767.7872
ΔE to the lowest compared entry with this formula, charge and spin in kJ/mol: 2085.8
E_LUMO in eV: 0.70



Here is C24H27Cl2N4O7PRu as an isolated structure from OMol25. Energies are from the ωB97M-V functional and the def2-TZVPD basis.

XYZ file:
```
66
Properties=species:S:1:pos:R:3:mulliken_spin:R:1
Ru 11.37 8.84 8.47 2.885
O 9.97 12.70 8.47 0.001
C 10.39 11.44 8.16 0.019
O 10.69 10.65 9.10 0.017
C 10.37 11.24 6.69 0.005
O 10.93 10.01 6.26 0.070
C 12.32 10.04 5.72 0.002
C 13.31 10.45 6.80 -0.008
O 14.26 11.23 6.61 0.020
O 13.06 9.95 8.02 0.205
H 10.01 12.80 9.45 0.000
H 10.95 12.09 6.31 0.000
H 9.33 11.38 6.31 0.003
H 12.34 10.71 4.88 0.002
H 12.49 9.00 5.45 -0.003
C 7.27 6.11 8.99 0.004
N 8.52 5.40 8.59 0.077
C 8.47 5.11 7.15 -0.014
N 8.25 6.35 6.31 0.025
C 7.05 7.12 6.77 -0.007
N 7.01 7.37 8.23 0.015
C 8.04 8.33 8.59 0.006
P 9.69 7.72 8.05 -0.497
C 9.70 6.13 8.98 0.080
C 9.43 7.18 6.30 -0.007
H 7.30 6.37 10.04 -0.001
H 6.40 5.46 8.85 0.001
H 7.59 4.48 6.99 0.002
H 9.39 4.61 6.81 0.000
H 6.15 6.55 6.52 0.000
H 7.07 8.08 6.23 0.000
H 8.04 8.54 9.66 -0.011
H 7.88 9.31 8.09 -0.001
H 9.68 6.39 10.06 0.006
H 10.62 5.59 8.81 -0.017
H 10.33 6.60 6.02 -0.010
H 9.33 8.05 5.61 0.007
Cl 13.03 9.18 10.61 0.054
C 12.77 8.13 11.96 0.058
C 12.18 8.71 13.11 -0.034
C 11.69 7.90 14.15 0.076
C 11.77 6.51 14.00 -0.034
C 12.37 5.93 12.88 0.059
Cl 12.16 4.24 12.64 0.009
C 13.00 6.74 11.88 -0.023
N 13.68 6.13 10.79 0.329
C 14.88 6.55 10.24 0.216
C 15.83 7.16 11.08 0.051
C 17.12 7.40 10.70 0.008
C 17.55 7.10 9.42 0.171
C 16.65 6.52 8.51 -0.019
C 15.33 6.26 8.87 0.128
C 14.38 5.73 7.82 -0.014
C 13.39 6.83 7.36 -0.008
O 13.33 7.04 6.13 0.019
O 12.72 7.35 8.28 0.085
H 12.11 9.80 13.12 0.001
H 11.24 8.36 15.06 0.002
H 11.35 5.86 14.75 0.000
H 13.40 5.17 10.63 -0.021
H 15.52 7.34 12.13 -0.002
H 17.81 7.89 11.39 0.004
H 18.59 7.31 9.15 0.000
H 16.96 6.24 7.51 0.001
H 13.71 4.91 8.16 0.007
H 14.93 5.40 6.94 0.002
```

Results
Spin multiplicity: 5
Electronic energy in eV: -82516.5289
Charge: +2
<S²>: 6.045
E_LUMO (alpha / beta) in eV: -5.98 / -8.92



Here is C3H4N2O in the gas phase from OMol25. Energies are from the ωB97M-V functional and the def2-TZVPD basis.

XYZ file:
```
10
Properties=species:S:1:pos:R:3:nbo_charge:R:1
H -1.43 1.57 1.80 0.350
N -1.21 0.56 1.90 -0.666
C -0.56 0.28 0.85 0.377
O -0.01 -0.92 0.46 -0.490
C 0.75 -0.98 -0.89 -0.160
C 0.70 0.36 -1.47 0.253
N 0.36 1.46 -1.39 -0.289
H -0.35 1.05 0.10 0.145
H 0.25 -1.71 -1.55 0.240
H 1.78 -1.29 -0.70 0.240
```

Results
Electronic energy in eV: -8200.9722
ΔE to the lowest compared entry with this formula, charge and spin in kJ/mol: 281.1
SMILES string: [H]/N=C/OCC#N
E_LUMO in eV: 0.19



Here is an isolated ion of composition C5H10NO and charge -2 from OMol25. Energies are from the ωB97M-V functional and the def2-TZVPD basis.

XYZ file:
```
17
Properties=species:S:1:pos:R:3:mulliken_spin:R:1
C -2.23 -0.31 -1.09 0.006
O -2.79 -1.36 -0.49 0.002
C -0.71 -0.48 -1.43 0.060
C 0.14 -0.60 -0.15 -0.258
C 1.16 0.47 0.13 1.063
C 1.81 0.48 1.31 1.333
N 2.54 1.64 1.80 1.422
H -2.28 0.67 -0.52 -0.011
H -2.70 -0.03 -2.09 -0.001
H -0.36 0.36 -2.05 0.013
H -0.68 -1.43 -1.97 -0.013
H -0.55 -0.65 0.70 -0.005
H 0.67 -1.57 -0.16 -0.033
H 1.41 1.16 -0.67 0.014
H 1.96 -0.38 1.94 -0.650
H 2.33 2.43 1.18 -0.828
H 3.52 1.32 1.75 -1.114
```

Results
Spin multiplicity: 2
Electronic energy in eV: -8879.1527
Charge: -2
ΔE to the lowest compared entry with this formula, charge and spin in kJ/mol: 61.4
<S²>: 0.751
E_LUMO (alpha / beta) in eV: 7.12 / 7.07



Which value of electronic energy does entry 1 give? -14858.7958 eV